No. 1
Computed, not measured: a 2-piece molecular cluster, C2H7S overall at a distorted geometry, with wB97M-V/def2-TZVPD.

Cartesian coordinates (Å):
C1 -8.04140 4.24737 0.72421
H1 -7.61589 3.48052 1.48753
H2 -7.45448 4.28804 -0.12413
H3 -8.17785 5.22371 1.23452
H4 -9.12486 4.05083 0.38405
C2 3.41056 -1.25485 -1.33124
S1 3.09560 -2.00831 0.34150
H5 2.45638 -0.83423 -1.90254
H6 4.01072 -0.47372 -0.91305
H7 4.16153 -1.55730 -1.98824

## Properties
Total charge: -1

---

No. 2
Computed, not measured: a 2-piece molecular cluster, C2H7S3 overall at a distorted geometry, with wB97M-V/def2-TZVPD.

Cartesian coordinates (Å):
C1 2.12968 -1.19942 -1.91779
S1 2.28559 -2.48832 -3.26379
H1 2.49248 -0.26989 -2.32818
H2 2.77449 -1.46702 -1.08173
H3 1.10556 -1.28555 -1.57469
C2 -2.24413 1.33500 3.01530
S2 -1.70916 2.21105 1.46209
S3 -2.45203 1.28306 -0.15202
H4 -3.08520 0.65530 2.84386
H5 -1.45575 0.69910 3.42426
H6 -2.61134 2.09877 3.69692
H7 2.76983 -1.57208 -4.12421

## Properties
Total charge: -1

---

No. 3
Computed, not measured: a 43-piece molecular cluster, C2H87O44 overall at a distorted geometry, with wB97M-V/def2-TZVPD.

Cartesian coordinates (Å):
C1 -6.67753 -2.20542 -22.61661
C2 -5.88284 -0.95168 -23.00318
O1 -4.97008 -0.58848 -22.27007
O2 -6.29185 -0.38400 -24.02966
H1 -7.72223 -2.06292 -22.34022
H2 -6.20459 -2.76888 -21.81229
H3 -6.70416 -2.79178 -23.53508
O3 -4.33080 -2.74217 -28.81346
H4 -4.82180 -3.00294 -28.03426
H5 -4.67113 -3.30308 -29.51044
O4 -2.63179 -6.05570 -24.89957
H6 -2.71153 -6.10331 -23.94688
H7 -3.33965 -5.47120 -25.17074
O5 -5.39266 2.50604 -18.19176
H8 -5.67654 1.69743 -18.61813
H9 -6.11055 3.12119 -18.34164
O6 -11.64484 -2.83558 -24.47552
H10 -10.99873 -3.52767 -24.33483
H11 -11.69665 -2.74548 -25.42706
O7 -9.49168 0.64789 -26.11993
H12 -9.77513 -0.04905 -26.71167
H13 -8.53790 0.57040 -26.09732
O8 -9.38441 -4.58923 -24.26623
H14 -8.80842 -5.16721 -23.76581
H15 -9.89328 -5.17980 -24.82167
O9 -2.15331 -1.54968 -21.36509
H16 -3.08172 -1.31673 -21.36238
H17 -1.71452 -0.78278 -21.73327
O10 -3.78078 -0.80520 -18.14597
H18 -4.64720 -0.39852 -18.13284
H19 -3.20552 -0.13267 -18.51068
O11 -7.02251 3.05012 -24.76311
H20 -6.14225 3.24368 -25.08546
H21 -7.21271 3.75646 -24.14573
O12 -1.07225 -3.05816 -23.77265
H22 -1.43574 -2.19499 -23.97026
H23 -1.13730 -3.13376 -22.82066
O13 -7.16209 -1.77981 -18.48669
H24 -8.10254 -1.75089 -18.31077
H25 -6.98021 -0.96456 -18.95415
O14 -6.94341 -5.71361 -23.34591
H26 -6.81330 -6.44064 -22.73703
H27 -6.07575 -5.32021 -23.43885
O15 -10.07301 -1.91992 -19.04559
H28 -10.04254 -2.86784 -19.17495
H29 -10.33754 -1.56997 -19.89636
O16 -7.90206 -7.52060 -20.43350
H30 -7.16898 -7.72821 -21.01290
H31 -7.56269 -6.84089 -19.85122
O17 -6.89347 -4.43206 -19.33741
H32 -7.82334 -4.57296 -19.51556
H33 -6.81233 -3.48553 -19.22017
O18 -4.38269 -4.41862 -23.05799
H34 -4.52961 -3.71219 -22.42901
H35 -4.07710 -5.15360 -22.52634
O19 -8.07132 -2.55264 -25.73350
H36 -7.72149 -1.89012 -25.13776
H37 -8.70776 -3.03657 -25.20722
O20 -2.92113 -0.40929 -24.70900
H38 -3.31091 -1.26552 -24.88556
H39 -3.54282 0.02097 -24.12197
O21 -11.38953 -0.26109 -23.79800
H40 -11.40554 -1.18482 -24.04843
H41 -10.84204 0.15809 -24.46190
O22 -11.41776 -0.88111 -21.20558
H42 -12.09059 -0.23893 -20.97946
H43 -11.36308 -0.84527 -22.16054
O23 -1.85503 -2.01288 -27.45189
H44 -2.09409 -2.91649 -27.65821
H45 -2.65121 -1.63280 -27.08059
O24 -1.62757 0.98477 -19.33041
H46 -1.84935 1.86727 -19.62743
H47 -0.77070 0.80899 -19.71912
O25 -6.15077 -6.20735 -17.53305
H48 -6.34246 -5.53849 -18.19040
H49 -7.00887 -6.54697 -17.27893
O26 -0.68752 -2.44397 -19.39665
H50 0.04527 -1.83977 -19.27748
H51 -1.24043 -2.02368 -20.05533
O27 -9.61996 -4.59311 -19.51696
H52 -10.25117 -4.90734 -20.16431
H53 -9.97880 -4.87481 -18.67547
O28 -1.55024 1.24311 -26.35274
H54 -2.37892 0.92338 -25.99595
H55 -0.91999 0.55092 -26.15305
O29 -6.75269 0.59128 -26.42212
H56 -6.25934 0.24525 -25.67841
H57 -7.02996 1.46335 -26.14130
O30 -4.52737 3.26010 -25.81793
H58 -4.17669 4.10859 -26.08876
H59 -4.38233 2.68872 -26.57207
O31 -8.16176 -6.27158 -27.20234
H60 -8.72987 -5.84297 -26.56220
H61 -8.71880 -6.93311 -27.61261
O32 -4.20439 1.78654 -23.46915
H62 -4.49856 2.09251 -24.32710
H63 -4.80393 1.07321 -23.25023
O33 -4.52556 1.59658 -28.00476
H64 -5.30185 1.21432 -27.59551
H65 -4.22455 0.92773 -28.61981
O34 -6.29702 0.50822 -19.96252
H66 -6.84861 1.06209 -20.51499
H67 -5.70455 0.07243 -20.57514
O35 -6.43207 -7.44504 -25.56054
H68 -6.98483 -6.80569 -26.00989
H69 -6.50875 -7.21913 -24.63355
O36 -8.97848 2.60874 -20.10353
H70 -9.84837 2.60995 -20.50295
H71 -8.37401 2.64618 -20.84478
O37 -7.63477 -1.18967 -28.38945
H72 -8.02885 -1.69979 -27.68184
H73 -7.31029 -0.39707 -27.96198
O38 -12.78177 -3.24490 -20.74685
H74 -13.43140 -3.33109 -21.44454
H75 -12.23443 -2.50802 -21.01827
O39 -2.85626 3.10913 -21.09695
H76 -3.53774 2.72432 -21.64805
H77 -3.30834 3.78667 -20.59417
O40 -1.19030 0.65490 -22.48522
H78 -1.68283 1.42897 -22.21233
H79 -1.56242 0.42115 -23.33558
O41 -6.23297 -3.87000 -27.07207
H80 -6.71780 -4.49235 -27.61414
H81 -6.87640 -3.55068 -26.43942
O42 -4.13992 -2.75799 -25.50606
H82 -4.52307 -3.17478 -24.73422
H83 -4.83568 -2.78368 -26.16293
O43 -7.13973 2.06380 -21.97896
H84 -6.71804 2.82839 -22.37115
H85 -7.22155 1.43893 -22.69942
O44 -5.36371 -7.67578 -21.91233
H86 -4.75558 -7.78752 -21.18164
H87 -5.38081 -8.53036 -22.34318

## Properties
Total charge: -1

---

Looking at LUMO for the records above, in order, we have 2.4, 2.8, 0.6 eV.